#A
{
  "formula": "C5H15N2O3",
  "method": "ωB97M-V/def2-TZVPD",
  "charge": 1,
  "gap_ev": 8.7612,
  "species": ["O", "C", "C", "C", "C", "C", "N", "N", "H", "H", "H", "H", "H", "H", "H", "H", "H", "H", "H", "H", "H", "O", "H", "H", "O"],
  "positions_angstrom": [[-0.8718, 1.5067, -1.6962], [-0.5083, 2.0620, -0.6942], [-0.6419, 1.3459, 0.6487], [0.2383, 0.0786, 0.7311], [0.3260, -0.7177, -0.5393], [-0.2554, -1.8923, -0.6706], [-0.0380, -2.6820, -1.8909], [-0.3680, 2.1458, 1.8402], [-0.0684, 3.0698, -0.6774], [-1.6752, 1.0157, 0.7700], [1.2591, 0.4008, 0.9132], [-0.1144, -0.5698, 1.5298], [0.9127, -0.2501, -1.3206], [-0.7957, -2.3172, 0.1595], [-0.0057, -3.6877, -1.7143], [-0.7903, -2.5400, -2.5717], [0.8379, -2.4075, -2.3375], [0.6106, 2.3913, 1.9170], [-0.9255, 2.9978, 1.8069], [-1.3897, -2.5878, 3.2924], [-1.9744, -1.6388, 2.2624], [-1.5647, -2.5069, 2.3473], [2.7695, 2.9210, -0.9790], [2.7289, 1.7722, -1.9673], [2.3043, 2.0899, -1.1596]],
  "nbo_charge": [-0.54, 0.45, -0.15, -0.44, -0.08, -0.14, -0.67, -0.82, 0.13, 0.21, 0.24, 0.24, 0.22, 0.26, 0.45, 0.45, 0.45, 0.36, 0.37, 0.49, 0.47, -0.95, 0.49, 0.48, -0.96]
}


#B
{
  "formula": "C5H15N2O3",
  "method": "ωB97M-V/def2-TZVPD",
  "charge": 1,
  "gap_ev": 11.0809,
  "species": ["O", "C", "C", "C", "C", "N", "C", "N", "H", "H", "H", "H", "H", "H", "H", "H", "H", "H", "H", "H", "H", "O", "H", "H", "O"],
  "positions_angstrom": [[2.3573, -0.9518, -0.9316], [1.9207, -2.0726, -0.8120], [0.5748, -2.3998, -0.2355], [-0.2274, -1.1887, 0.2303], [-0.8349, -0.3442, -0.8929], [-0.9609, 2.3341, 0.1688], [-0.0602, 1.9779, -0.7093], [-0.0066, 0.8037, -1.2743], [2.5026, -2.9540, -1.1297], [0.0287, -2.9776, -0.9920], [0.7272, -3.0885, 0.6042], [0.3592, -0.5608, 0.9025], [-1.0358, -1.5504, 0.8654], [-0.9576, -0.9302, -1.8002], [-1.8257, -0.0020, -0.6083], [-1.5374, 1.6682, 0.6916], [-0.9614, 3.2995, 0.4580], [0.6107, 2.7319, -1.0505], [0.8416, 0.5732, -1.7790], [2.3903, 0.6365, 0.2556], [2.7782, 1.8374, 1.1380], [2.0708, 1.4832, 0.5927], [-2.4253, 0.4510, 2.7098], [-3.6438, 0.6635, 1.8086], [-2.6854, 0.5605, 1.7899]],
  "nbo_charge": [-0.59, 0.48, -0.53, -0.43, -0.24, -0.74, 0.43, -0.52, 0.14, 0.24, 0.26, 0.23, 0.24, 0.22, 0.23, 0.45, 0.42, 0.23, 0.44, 0.50, 0.49, -0.98, 0.50, 0.50, -0.97]
}


Energy relative to the most stable one, in eV: #A 2.271; #B 0.000


#A
{
  "formula": "C4H5N3O4",
  "method": "ωB97M-V/def2-TZVPD",
  "gap_ev": 9.3778,
  "species": ["C", "C", "C", "C", "N", "N", "N", "O", "O", "O", "O", "H", "H", "H", "H", "H"],
  "positions_angstrom": [[1.8446, -0.1218, 0.4992], [0.1874, -0.4671, -1.2659], [0.6590, 0.2632, 1.3044], [-0.8426, -0.0411, -0.1096], [1.4711, -0.4357, -0.8201], [-1.7233, -1.0655, 0.1498], [-1.1578, 1.3648, -0.1579], [-0.4538, 2.0739, -0.8281], [2.9978, -0.1786, 0.7458], [-0.1679, -0.8552, -2.3467], [-2.1114, 1.7049, 0.5215], [0.5205, -0.3141, 2.2200], [0.8141, 1.3551, 1.6734], [2.2760, -0.7671, -1.4416], [-1.6593, -1.6403, -0.6528], [-2.6544, -0.8755, 0.5087]],
  "nbo_charge": [0.67, 0.67, -0.52, 0.23, -0.65, -0.81, 0.49, -0.36, -0.54, -0.56, -0.39, 0.25, 0.25, 0.44, 0.40, 0.42]
}


#B
{
  "formula": "C4H5N3O4",
  "method": "ωB97M-V/def2-TZVPD",
  "gap_ev": [10.1120, 5.4927],
  "species": ["C", "C", "C", "C", "N", "N", "N", "O", "O", "O", "O", "H", "H", "H", "H", "H"],
  "positions_angstrom": [[-0.6344, 0.4919, -0.7332], [1.9173, -0.0654, -0.8367], [-2.2855, 0.6241, 1.1754], [-0.9085, 0.3400, 0.5982], [0.7238, 0.3752, -1.1310], [2.0891, -0.9643, 0.2596], [1.1302, -1.6855, 0.6434], [-3.2971, 0.8209, 0.3189], [-1.4248, 0.7748, -1.6640], [2.9036, 0.1255, -1.5368], [-2.3866, 0.8045, 2.4000], [-0.3319, 0.1257, 1.4979], [0.8407, 0.9067, -2.0022], [3.2291, -1.1271, 0.5038], [1.3517, -2.5867, 1.0312], [-2.9167, 1.0395, -0.5247]],
  "nbo_charge": [0.56, 0.76, 0.71, -0.17, -0.64, -0.38, -0.46, -0.66, -0.54, -0.60, -0.53, 0.27, 0.44, 0.39, 0.34, 0.51]
}


Energy relative to the most stable one, in eV: #A 0.326; #B 0.000


#A
{
  "formula": "C3H9Cl3NSi",
  "method": "ωB97M-V/def2-TZVPD",
  "charge": 1,
  "gap_ev": 12.3822,
  "species": ["C", "C", "C", "N", "Si", "Cl", "Cl", "Cl", "H", "H", "H", "H", "H", "H", "H", "H", "H"],
  "positions_angstrom": [[-1.7940, -0.8885, 0.1845], [-0.8002, 1.2829, 0.1823], [0.6147, -0.3979, -0.6650], [-0.5079, -0.1377, 0.3520], [2.3774, 0.0541, -0.0166], [2.0099, -0.4866, 1.8994], [3.6105, -1.2861, -0.8716], [2.6852, 2.0235, -0.3542], [-1.7541, -1.9684, 0.3549], [-2.4613, -0.4608, 0.8533], [-2.3187, -0.7739, -0.8272], [-0.8290, 1.4773, -0.8649], [-1.7926, 1.4511, 0.6395], [0.0477, 1.8605, 0.3797], [0.4047, -1.4204, -0.8441], [0.5185, 0.1232, -1.6151], [-0.0107, -0.4522, 1.2131]],
  "nbo_charge": [-0.43, -0.42, -0.68, -0.37, 1.37, -0.32, -0.26, -0.27, 0.25, 0.23, 0.25, 0.23, 0.24, 0.24, 0.25, 0.25, 0.46]
}


#B
{
  "formula": "C3H9Cl3NSi",
  "method": "ωB97M-V/def2-TZVPD",
  "charge": 1,
  "gap_ev": [11.1812, 4.5703],
  "species": ["C", "C", "C", "N", "Si", "Cl", "Cl", "Cl", "H", "H", "H", "H", "H", "H", "H", "H", "H"],
  "positions_angstrom": [[-1.1885, 0.0089, 0.8348], [-0.6907, -1.8318, -0.7563], [-0.4315, 0.4474, -1.5228], [-1.2353, -0.4018, -0.6094], [2.5799, 1.8850, 1.2937], [3.1531, 1.7252, -0.6102], [1.8837, 3.5745, 1.9408], [3.3718, 0.6504, 2.5937], [-0.7175, -0.8358, 1.4601], [-0.5812, 0.8250, 0.9045], [-2.1459, 0.2804, 1.3121], [-0.9724, -2.1080, -1.8205], [0.4172, -1.8734, -0.4617], [-1.3624, -2.4765, -0.0774], [-0.4352, 0.1472, -2.5418], [0.6235, 0.5215, -0.9534], [-2.2686, -0.5382, -0.9863]],
  "nbo_charge": [-0.43, -0.43, -0.06, -0.43, 0.96, -0.33, -0.29, -0.30, 0.24, 0.23, 0.26, 0.24, 0.26, 0.25, 0.20, 0.20, 0.46]
}


Energy relative to the most stable one, in eV: #A 0.000; #B 4.700


#A
{
  "formula": "C2H4P2",
  "method": "ωB97M-V/def2-TZVPD",
  "gap_ev": 9.6908,
  "species": ["C", "C", "P", "P", "H", "H", "H", "H"],
  "positions_angstrom": [[-0.6103, 0.3877, 0.1738], [0.2398, -0.5260, -0.1437], [-1.7366, 1.5871, 0.6566], [1.1812, -1.5164, -1.1651], [-1.0573, 2.2827, -0.2958], [-0.8019, 2.1111, 1.6278], [0.5352, -2.6676, -0.6181], [2.2500, -1.6585, -0.2356]],
  "nbo_charge": [-0.35, -0.39, 0.37, 0.37, 0.00, 0.00, 0.00, -0.01]
}


#B
{
  "formula": "C2H4P2",
  "method": "ωB97M-V/def2-TZVPD",
  "gap_ev": [7.2211, 6.6850],
  "species": ["C", "C", "P", "P", "H", "H", "H", "H"],
  "positions_angstrom": [[-1.0467, 0.8387, 0.5212], [0.6509, -0.8779, -0.4087], [0.4895, 0.9430, -0.2101], [2.1400, -0.2076, 0.4030], [-1.4766, 1.8705, 0.5817], [-1.8751, 0.3390, 0.0193], [0.1676, -1.5663, 0.3723], [0.9503, -1.3394, -1.2788]],
  "nbo_charge": [-0.76, -1.00, 0.55, 0.33, 0.19, 0.21, 0.25, 0.23]
}


Energy relative to the most stable one, in eV: #A 0.000; #B 0.963


#A
{
  "formula": "C7H11N2",
  "method": "ωB97M-V/def2-TZVPD",
  "charge": 1,
  "gap_ev": 8.3960,
  "species": ["C", "C", "C", "C", "C", "C", "C", "N", "N", "H", "H", "H", "H", "H", "H", "H", "H", "H", "H", "H"],
  "positions_angstrom": [[-1.1749, -1.4074, -0.4980], [-2.5980, 0.1579, 0.3862], [-0.0502, -0.7471, -0.0685], [1.1754, -1.4008, 0.0107], [-0.1872, 0.8696, 0.2402], [2.4938, -0.9836, 0.5448], [0.1987, 1.7144, -0.8799], [-2.3741, -0.9450, -0.2783], [-1.6452, 1.0239, 0.6203], [-1.1229, -2.4252, -0.7531], [-3.7037, 0.1099, 0.7225], [1.0324, -2.4255, -0.3891], [0.3068, 1.2148, 1.1199], [3.1564, -1.6505, 1.1008], [2.3147, -0.2369, 1.2768], [2.9854, -0.7075, -0.3925], [-0.1000, 1.3186, -1.8677], [1.3189, 1.8249, -0.9904], [-0.2576, 2.6808, -0.8319], [-1.7686, 2.0147, 0.9272]],
  "nbo_charge": [0.23, 0.39, -0.17, 0.09, -0.05, -0.70, -0.65, -0.51, -0.50, 0.22, 0.27, 0.22, 0.23, 0.28, 0.23, 0.27, 0.24, 0.25, 0.24, 0.44]
}


#B
{
  "formula": "C7H11N2",
  "method": "ωB97M-V/def2-TZVPD",
  "charge": 1,
  "gap_ev": [7.7465, 7.6402],
  "species": ["C", "C", "C", "C", "C", "C", "C", "N", "N", "H", "H", "H", "H", "H", "H", "H", "H", "H", "H", "H"],
  "positions_angstrom": [[2.0478, 1.0037, -0.1465], [2.3170, -1.1354, 0.5462], [0.7738, 0.6863, -0.4942], [-0.6037, 1.3320, -0.5652], [-1.0909, -0.0519, -0.2159], [-2.0074, -0.7145, -1.1921], [-1.2777, -0.3181, 1.3316], [2.8199, 0.0321, 0.4742], [0.3344, -0.5776, -0.5170], [2.4609, 1.9958, -0.1440], [2.5926, -2.1762, 0.4242], [-0.5276, 1.9695, 0.2685], [-0.8926, 1.7177, -1.5128], [-2.1582, -1.7378, -0.8402], [-1.6277, -0.6415, -2.1382], [-2.9546, -0.1092, -1.2359], [-0.9681, 0.4496, 1.9597], [-0.6101, -1.2467, 1.5778], [-2.3723, -0.5663, 1.6013], [3.7442, 0.0885, 0.8189]],
  "nbo_charge": [-0.10, 0.31, 0.19, -0.44, 0.14, -0.61, -0.63, -0.48, -0.27, 0.25, 0.25, 0.25, 0.26, 0.24, 0.23, 0.24, 0.22, 0.23, 0.25, 0.47]
}


Energy relative to the most stable one, in eV: #A 0.000; #B 4.006


#A
{
  "formula": "C5H8ClN2",
  "method": "ωB97M-V/def2-TZVPD",
  "charge": 1,
  "gap_ev": [8.2308, 8.2302],
  "species": ["C", "C", "C", "C", "C", "N", "N", "Cl", "H", "H", "H", "H", "H", "H", "H", "H"],
  "positions_angstrom": [[1.1803, -0.9423, 0.3210], [0.8683, 0.3741, 0.3247], [-1.5247, -0.3942, -0.0235], [0.2490, -1.9565, -0.2646], [-0.7070, 2.2332, -0.1652], [-0.2425, 0.8464, -0.4331], [-1.1420, -1.5841, -0.2273], [-3.1970, 0.0101, 0.1574], [2.1503, -1.4305, 0.5696], [1.5278, 1.0589, 0.6193], [0.5897, -2.1492, -1.2904], [0.2812, -2.8280, 0.3154], [-1.7772, 2.3765, -0.5603], [-0.6996, 2.6172, 0.8407], [-0.0107, 2.8498, -0.6820], [-1.8870, -2.2969, -0.0600]],
  "nbo_charge": [-0.22, -0.03, 0.49, -0.27, -0.45, -0.32, -0.48, 0.17, 0.26, 0.22, 0.26, 0.24, 0.23, 0.21, 0.24, 0.46]
}


#B
{
  "formula": "C5H8ClN2",
  "method": "ωB97M-V/def2-TZVPD",
  "charge": 1,
  "gap_ev": 8.8387,
  "species": ["C", "C", "C", "C", "C", "N", "N", "Cl", "H", "H", "H", "H", "H", "H", "H", "H"],
  "positions_angstrom": [[1.2308, 1.1474, -1.5647], [-3.4803, -1.5158, 1.0577], [2.0795, 0.5833, -0.7542], [-1.2572, -0.9860, 0.1119], [3.0412, 0.1649, -0.0129], [-2.2823, -1.5142, 0.7701], [-0.7501, 0.2086, 0.4030], [-0.5899, -2.0369, -1.1126], [0.9970, 2.1058, -1.5639], [0.8169, 0.4868, -2.3246], [-4.2515, -0.6596, 0.7406], [-3.7388, -2.3407, 1.7292], [0.1318, 0.7008, 0.0404], [4.0059, 0.2164, -0.2971], [2.9590, -0.2541, 0.9306], [-0.9547, 0.7563, 1.2437]],
  "nbo_charge": [-0.52, 0.11, 0.10, 0.50, -0.45, -0.42, -0.75, 0.15, 0.23, 0.23, 0.22, 0.22, 0.47, 0.24, 0.23, 0.44]
}


Energy relative to the most stable one, in eV: #A 0.000; #B 0.744